{
  "formula": "C54H128Cl4N15O15P5",
  "method": "the ωB97M-V functional and the def2-TZVPD basis",
  "species": ["C", "N", "C", "P", "O", "N", "C", "C", "N", "C", "C", "H", "H", "H", "H", "H", "H", "H", "H", "H", "H", "H", "H", "H", "H", "H", "H", "H", "H", "C", "N", "C", "P", "O", "N", "C", "C", "N", "C", "C", "H", "H", "H", "H", "H", "H", "H", "H", "H", "H", "H", "H", "H", "H", "H", "H", "H", "H", "C", "N", "C", "P", "O", "N", "C", "C", "N", "C", "C", "H", "H", "H", "H", "H", "H", "H", "H", "H", "H", "H", "H", "H", "H", "H", "H", "H", "H", "C", "N", "C", "P", "O", "N", "C", "C", "N", "C", "C", "H", "H", "H", "H", "H", "H", "H", "H", "H", "H", "H", "H", "H", "H", "H", "H", "H", "H", "C", "N", "C", "P", "O", "N", "C", "C", "N", "C", "C", "H", "H", "H", "H", "H", "H", "H", "H", "H", "H", "H", "H", "H", "H", "H", "H", "H", "H", "O", "C", "C", "C", "C", "O", "H", "H", "H", "H", "H", "H", "O", "C", "C", "C", "C", "O", "H", "H", "H", "H", "H", "H", "O", "C", "C", "C", "C", "O", "H", "H", "H", "H", "H", "H", "O", "C", "C", "C", "C", "O", "H", "H", "H", "H", "H", "H", "O", "C", "C", "C", "C", "O", "H", "H", "H", "H", "H", "H", "Cl", "C", "C", "Cl", "H", "H", "H", "H", "Cl", "C", "C", "Cl", "H", "H", "H", "H"],
  "xyz": [[0.1956, -0.1488, -1.4698], [1.4108, 0.6142, -1.7304], [1.4764, 1.0893, -3.0995], [2.7444, 0.4586, -0.7241], [3.1206, -0.9177, -0.2773], [3.9005, 1.4094, -1.6000], [3.8847, 2.9309, -1.6863], [5.0267, 0.7751, -2.2218], [2.3745, 1.4315, 0.6123], [1.4426, 2.5601, 0.6586], [3.2784, 1.3022, 1.7298], [0.2653, -1.1826, -1.8081], [-0.6699, 0.2851, -1.9706], [-0.0052, -0.1244, -0.3988], [0.5036, 1.4221, -3.4612], [2.0456, 0.3375, -3.6463], [1.9521, 2.0684, -3.1551], [4.5489, 3.1961, -0.8636], [4.4224, 3.2862, -2.5654], [2.9650, 3.4611, -1.4390], [4.6774, 0.0024, -2.9066], [5.6820, 1.5185, -2.6758], [5.6268, 0.4125, -1.3872], [2.0345, 3.4737, 0.7151], [0.8945, 2.6807, -0.2758], [0.7497, 2.4081, 1.4861], [3.1048, 2.0105, 2.5399], [4.3215, 1.3549, 1.4182], [3.0194, 0.3271, 2.1426], [-0.6264, 4.2121, 9.8809], [-1.9454, 3.8386, 10.3191], [-2.7187, 4.9246, 11.1203], [-2.4989, 2.2204, 10.4900], [-3.9127, 2.0524, 10.9370], [-2.2931, 1.3699, 8.9767], [-2.6573, 0.0213, 8.8619], [-2.1596, 2.0976, 7.7370], [-1.2368, 1.4742, 11.5047], [-1.2459, 1.7233, 12.8865], [0.0520, 1.0817, 10.9680], [0.0850, 4.0256, 10.6855], [-0.5886, 5.1084, 9.2619], [-0.3201, 3.3720, 9.2577], [-2.3394, 5.0443, 12.1351], [-3.7130, 4.5319, 11.3327], [-2.8988, 5.8410, 10.5582], [-3.5990, -0.0235, 8.3148], [-1.8386, -0.5645, 8.4438], [-2.8732, -0.4567, 9.8174], [-1.1495, 2.5025, 7.6752], [-2.2303, 1.4751, 6.8451], [-2.9163, 2.8810, 7.7794], [-2.2323, 1.9893, 13.2665], [-0.9293, 0.7935, 13.3590], [-0.6111, 2.5963, 13.0382], [-0.2634, 0.2227, 10.3758], [0.9143, 0.8043, 11.5743], [0.3542, 1.8308, 10.2362], [-8.0353, 4.4350, -10.7962], [-6.9425, 4.5353, -9.7708], [-5.6909, 5.0329, -10.3321], [-7.3042, 4.9411, -8.1781], [-7.5063, 6.4328, -8.0441], [-8.8462, 4.1909, -7.8319], [-9.0159, 2.7597, -8.1814], [-9.7186, 4.6766, -6.7959], [-6.1179, 4.1906, -7.1331], [-5.8401, 2.7897, -7.1565], [-5.0960, 5.1263, -6.4884], [-7.8421, 3.9783, -11.7669], [-8.3494, 5.4515, -11.0331], [-9.0178, 4.1130, -10.4509], [-5.1179, 5.3897, -9.4762], [-5.8266, 5.8808, -11.0035], [-5.1791, 4.1681, -10.7544], [-8.7430, 2.0938, -7.3628], [-10.0897, 2.6216, -8.3086], [-8.5336, 2.5057, -9.1253], [-9.7125, 3.9279, -6.0037], [-9.3523, 5.6331, -6.4232], [-10.6817, 4.9356, -7.2359], [-6.0771, 2.2922, -6.2160], [-6.4211, 2.2630, -7.9135], [-4.8332, 2.5567, -7.5028], [-4.3117, 5.4687, -7.1634], [-4.5946, 4.5896, -5.6829], [-5.6740, 6.0055, -6.2037], [0.9294, -10.1535, -3.9698], [1.4085, -9.0784, -4.7623], [1.5758, -7.8761, -3.9802], [0.9980, -8.7599, -6.4141], [-0.0471, -7.7328, -6.6642], [2.4551, -8.4071, -7.2388], [2.5688, -7.9983, -8.6635], [3.7529, -8.7260, -6.4961], [0.4749, -10.3341, -7.0793], [1.4202, -11.5246, -7.2381], [-0.9351, -10.7766, -7.0942], [1.5319, -10.2271, -3.0645], [0.8509, -11.0433, -4.5944], [-0.0479, -9.7321, -3.7340], [1.6310, -8.0408, -2.9041], [0.8237, -7.1258, -4.2242], [2.5519, -7.4981, -4.2841], [1.7028, -7.4629, -9.0529], [3.3410, -7.2314, -8.7242], [2.7791, -8.7473, -9.4269], [3.6956, -9.7489, -6.1240], [4.5578, -8.8068, -7.2267], [3.7894, -8.0571, -5.6362], [1.7392, -12.0144, -6.3181], [1.0415, -12.3365, -7.8591], [2.3041, -11.0555, -7.6702], [-1.3669, -10.5403, -6.1217], [-0.8918, -11.8642, -7.0367], [-1.5148, -10.3061, -7.8883], [-8.1390, -1.5173, -0.0310], [-8.6241, -0.1429, 0.1530], [-9.7548, 0.0831, -0.7076], [-7.9256, 0.9211, 1.2441], [-6.5219, 0.6185, 1.5434], [-8.3500, 2.5140, 0.6292], [-9.6125, 3.1062, 0.7853], [-7.2507, 3.5319, 0.5368], [-8.9681, 0.8262, 2.5994], [-8.8198, 1.7464, 3.7133], [-9.1059, -0.5299, 3.1264], [-8.0651, -1.7896, -1.0838], [-8.8125, -2.3075, 0.3010], [-7.0890, -1.5186, 0.2617], [-9.9689, -0.7380, -1.3917], [-9.5523, 0.9567, -1.3272], [-10.5445, 0.1573, 0.0402], [-9.5907, 3.8392, 1.5916], [-9.7596, 3.5844, -0.1831], [-10.3942, 2.3592, 0.9236], [-6.3617, 2.9173, 0.6786], [-7.1720, 4.0859, -0.3986], [-7.3199, 4.3686, 1.2320], [-7.9922, 1.3980, 4.3313], [-8.5391, 2.7314, 3.3403], [-9.7067, 1.9358, 4.3180], [-8.2659, -0.8411, 3.7473], [-9.3464, -0.9835, 2.1649], [-10.0229, -0.5464, 3.7155], [9.9333, 6.0921, 2.5181], [10.8911, 6.4375, 3.2231], [10.7693, 7.0606, 4.5976], [12.1688, 6.6913, 5.2444], [13.0880, 6.4762, 4.0060], [12.1742, 6.1581, 2.9581], [10.9430, 8.1173, 4.3940], [9.8512, 6.8411, 5.1426], [12.4768, 7.5338, 5.8636], [12.2371, 5.7989, 5.8665], [13.5558, 7.3991, 3.6632], [13.8144, 5.6766, 4.1509], [-5.4202, -6.1059, 2.9796], [-4.3610, -5.9372, 2.4456], [-3.3204, -4.9656, 2.9495], [-2.1621, -5.6015, 2.1808], [-2.7581, -6.3458, 1.0333], [-4.1164, -6.5530, 1.2989], [-3.4759, -3.9227, 2.6733], [-3.1679, -5.0350, 4.0265], [-1.3281, -4.9244, 1.9961], [-1.8644, -6.3664, 2.8980], [-2.8493, -5.7432, 0.1295], [-2.2087, -7.2418, 0.7445], [1.8147, -4.7389, 9.0223], [2.7811, -4.4866, 8.4203], [2.8083, -3.5483, 7.2472], [4.3600, -3.4073, 7.1385], [4.9948, -4.6875, 7.7473], [3.9815, -5.0666, 8.6537], [2.2974, -3.9315, 6.3638], [2.3323, -2.5834, 7.4219], [4.5662, -3.1266, 6.1056], [4.8600, -2.5515, 7.5920], [4.9791, -5.4577, 6.9763], [5.9190, -4.3329, 8.2036], [6.4628, -7.5915, 0.4152], [7.4156, -6.8717, 0.1397], [8.0831, -5.9898, 1.1405], [9.0105, -5.1034, 0.3368], [8.4354, -5.1869, -1.1036], [7.8011, -6.5550, -1.0680], [7.4900, -5.4312, 1.8645], [8.7725, -6.6218, 1.7003], [9.0518, -4.0515, 0.6194], [10.0342, -5.4138, 0.5457], [7.6665, -4.4850, -1.4264], [9.1641, -5.1209, -1.9115], [0.2082, 9.1881, 0.6021], [0.6409, 9.4021, 1.7304], [1.8058, 10.2990, 2.1164], [1.5717, 10.4727, 3.5459], [0.6792, 9.3700, 4.0141], [0.0519, 8.9745, 2.7961], [2.6734, 9.7519, 1.7475], [1.8155, 11.2277, 1.5458], [2.5120, 10.6603, 4.0643], [1.1524, 11.4600, 3.7394], [1.3364, 8.5949, 4.4085], [-0.0089, 9.6612, 4.8077], [3.0915, -0.7956, -10.2188], [2.4437, -0.4331, -11.7793], [3.4897, 0.2215, -12.6071], [4.0266, 1.7200, -11.8795], [1.5378, 0.1497, -11.6123], [2.2980, -1.2474, -12.4891], [3.2045, 0.4976, -13.6222], [4.3006, -0.5051, -12.5558], [13.0262, 0.7756, 3.1307], [13.2270, -0.3645, 1.7927], [12.6675, 0.3648, 0.5520], [12.7207, -0.6060, -1.0081], [12.8001, -1.3517, 1.9697], [14.2578, -0.5803, 1.5116], [13.2276, 1.2742, 0.3340], [11.6157, 0.6405, 0.6284]],
  "forces_ev_per_a": [[0.11, -0.09, 0.61], [-0.69, 0.11, 0.50], [0.93, 0.83, 0.44], [-0.05, 1.85, -0.22], [0.12, 1.45, -0.85], [-2.08, 0.66, 0.22], [1.19, -1.63, 1.82], [0.39, 0.05, 0.92], [-0.64, 0.12, -1.25], [0.73, -0.39, -0.68], [-0.42, -0.93, 0.45], [0.09, -0.18, 0.06], [0.13, 0.25, -0.01], [-0.07, -0.25, 0.04], [-0.32, -1.14, -0.17], [-0.51, 0.36, -0.99], [0.77, -0.24, 0.07], [0.17, 0.60, 0.17], [-0.66, -0.20, -0.35], [-0.28, -0.52, -0.62], [0.61, -0.11, -0.11], [-0.30, -0.06, -0.51], [0.36, -0.90, -0.40], [-0.21, 0.33, 0.62], [-0.16, -0.46, 0.05], [-0.02, 0.42, 0.05], [-0.15, 0.35, -0.36], [0.14, -0.08, 0.13], [0.82, -0.19, 0.38], [0.16, -2.47, -0.12], [-3.03, 1.18, 0.90], [-0.25, -2.26, -0.59], [1.51, -1.46, -0.74], [1.62, 0.70, 0.51], [1.24, 2.52, 2.20], [-0.66, -1.32, 0.63], [0.33, 0.56, 0.44], [-2.38, 0.40, -1.68], [-0.36, 0.55, 0.75], [-1.19, -0.40, -2.49], [0.36, 1.36, 0.32], [0.10, 0.18, 0.59], [0.12, 0.29, -0.69], [0.71, 0.47, -0.25], [-0.09, -0.25, -0.36], [0.66, -0.01, -0.01], [0.07, -0.58, -0.45], [-0.18, -0.20, -0.53], [0.04, 0.29, 0.26], [-0.06, 0.47, -0.20], [-0.54, -0.22, 0.27], [0.18, 0.27, -0.85], [-0.14, -0.16, -0.12], [0.30, 0.37, 0.68], [0.46, -0.06, 1.00], [1.04, -0.43, -0.31], [-0.67, 0.28, 0.77], [0.63, -0.10, 0.07], [-0.70, 1.78, 0.69], [-1.61, -1.44, -0.76], [-0.10, -0.50, 1.29], [-1.86, 0.72, 0.91], [1.08, -1.87, 0.72], [2.84, -0.72, -2.11], [-0.86, 1.08, 0.45], [0.68, 0.60, -0.21], [-0.23, 2.95, -0.83], [-0.08, -0.80, -0.82], [-1.33, -0.89, -0.93], [0.79, -0.46, 0.44], [0.39, 0.52, -0.38], [0.50, -0.81, 0.55], [0.40, 0.08, -0.18], [-0.07, -0.18, -0.20], [0.28, 0.39, -0.49], [0.37, -0.15, 0.02], [-0.16, -0.18, -0.23], [0.16, -0.03, 0.31], [-0.65, 0.19, 0.30], [0.24, -0.13, 0.15], [-0.41, -0.56, 0.30], [0.29, 0.06, 0.23], [-0.39, 0.27, -0.02], [0.43, 0.14, 0.44], [0.03, -0.18, -0.35], [-0.37, 0.20, 0.26], [0.34, -0.08, 0.47], [-1.44, 0.27, -0.60], [1.25, 1.30, -2.65], [0.93, 0.92, -0.63], [-0.35, -2.21, -1.41], [0.58, -0.73, 0.42], [0.28, -0.87, 1.01], [-0.25, 0.89, 0.63], [-2.01, -0.76, -1.02], [1.08, -0.42, 0.33], [0.20, 2.31, 0.24], [0.85, 0.62, 1.63], [0.04, -0.50, -0.18], [-0.02, -0.19, 0.57], [-0.71, -1.27, 0.97], [-0.21, -0.28, -0.14], [-0.13, 0.08, 0.23], [0.02, 0.69, 0.38], [-0.45, -0.21, 0.59], [0.31, -0.14, 0.05], [0.17, -0.64, 0.47], [-0.11, -0.01, 0.29], [0.20, 0.95, 0.27], [0.97, 0.06, -0.42], [-0.17, 0.17, 0.46], [-0.29, 0.55, -0.35], [0.26, -0.56, -0.24], [-0.53, 0.38, -0.05], [-0.47, 0.03, -0.82], [0.00, -0.43, -0.05], [1.19, 0.56, -0.65], [1.57, -1.60, -0.57], [-0.38, 0.96, 0.89], [-2.51, 1.54, -0.11], [0.39, 0.25, -0.37], [3.41, -1.40, 0.76], [-0.97, 0.07, -0.68], [-0.11, -1.41, -0.13], [0.05, 0.39, 0.37], [1.06, 0.97, -0.69], [-1.31, 0.94, -1.21], [-0.05, 0.60, -0.49], [0.18, 0.09, 1.04], [-0.26, -0.71, 0.81], [0.28, -0.15, 0.33], [-0.62, 0.32, 0.17], [-1.09, 0.58, -0.93], [-0.42, 0.16, 0.12], [-0.77, 0.57, 0.13], [-0.01, 0.21, 0.18], [0.40, 0.67, 0.08], [-0.36, -0.60, -0.63], [-0.19, -0.43, 0.84], [-0.01, 0.11, 0.45], [0.16, 0.11, -0.05], [-0.27, -0.62, -0.14], [0.18, -0.42, -0.42], [0.44, -1.63, 0.69], [0.02, -0.16, 0.21], [2.76, 1.08, 1.15], [-2.95, -1.78, -0.25], [2.41, -0.13, -0.11], [-0.23, 0.21, -0.11], [-1.17, 1.07, 0.55], [-0.20, -0.75, -1.22], [-0.83, 0.36, 0.20], [0.26, 0.07, -0.25], [0.27, -0.14, -0.03], [-0.59, -0.04, -0.04], [0.43, -0.03, 0.37], [-0.16, 0.06, -0.26], [-0.43, -0.14, 0.45], [-3.34, 1.09, 1.71], [0.98, -0.64, -1.23], [0.97, -0.03, 1.84], [0.81, 1.15, -2.93], [0.52, -0.86, 0.86], [-0.53, -0.15, -0.13], [-0.34, 0.00, -0.17], [-0.03, -0.30, -0.36], [0.80, -0.12, -0.12], [0.90, 0.27, -0.27], [-0.32, -0.25, 0.34], [-2.03, -0.98, 2.07], [0.44, 0.55, -1.66], [2.30, 0.81, 0.50], [0.06, 1.02, -1.87], [-1.93, 1.72, -1.89], [0.07, -0.46, 1.43], [0.40, -0.47, 0.03], [-0.06, -0.20, 0.52], [0.52, -0.91, -0.38], [-0.89, 0.23, 0.85], [1.10, -0.17, 0.21], [0.03, -1.12, 0.19], [1.87, 0.21, -0.87], [-3.45, 0.40, 1.98], [1.83, 0.23, 0.97], [-0.18, 1.59, -0.58], [0.55, -1.83, 0.52], [0.81, 0.96, -2.30], [-0.56, -0.46, -0.37], [-0.43, -0.25, 0.47], [-0.46, 0.07, 0.30], [0.10, -0.31, -1.11], [-0.26, 0.05, 0.83], [0.17, -0.65, 0.17], [0.91, -0.01, 1.88], [-0.23, 1.56, -4.00], [-0.30, -0.71, -2.30], [1.52, 2.80, 2.00], [1.31, -0.03, 0.13], [-1.95, -1.78, 2.23], [0.43, -0.05, 0.61], [-0.29, -0.14, -0.06], [0.15, -0.93, 0.48], [-0.76, 0.00, -0.33], [-0.43, -0.61, -0.14], [-0.35, -0.11, -0.51], [0.16, -0.87, 0.86], [-0.79, 0.51, -1.51], [0.70, 0.59, 0.20], [0.56, 1.02, 0.26], [0.06, -0.08, -0.34], [-0.87, -1.00, 1.03], [-0.19, -0.54, 0.07], [0.36, 0.37, -0.58], [0.24, -0.36, 0.18], [0.12, 0.03, -2.06], [-0.60, -0.23, -0.55], [0.22, 0.13, 0.90], [-0.52, 0.40, 0.26], [0.32, 0.35, 0.74], [0.08, -0.20, 0.20], [0.14, -0.11, 0.32]],
  "lowdin_charge": [-0.113, -0.320, -0.110, 0.568, -0.296, -0.320, -0.079, -0.133, -0.324, -0.115, -0.129, 0.082, 0.077, 0.078, 0.085, 0.089, 0.059, 0.072, 0.077, 0.063, 0.080, 0.077, 0.076, 0.071, 0.071, 0.083, 0.081, 0.077, 0.076, -0.139, -0.290, -0.067, 0.668, -0.299, -0.336, -0.159, -0.114, -0.335, -0.158, -0.115, 0.078, 0.095, 0.032, 0.071, 0.055, 0.073, 0.091, 0.083, 0.085, 0.058, 0.087, 0.085, 0.080, 0.087, 0.077, 0.067, 0.093, 0.046, -0.109, -0.311, -0.107, 0.625, -0.321, -0.317, -0.135, -0.123, -0.297, -0.155, -0.079, 0.082, 0.077, 0.061, 0.061, 0.088, 0.084, 0.071, 0.079, 0.061, 0.081, 0.074, 0.084, 0.083, 0.058, 0.082, 0.061, 0.076, 0.066, -0.116, -0.342, -0.122, 0.620, -0.310, -0.290, -0.112, -0.083, -0.292, -0.107, -0.123, 0.089, 0.065, 0.089, 0.089, 0.081, 0.060, 0.074, 0.074, 0.070, 0.057, 0.080, 0.052, 0.057, 0.073, 0.055, 0.064, 0.069, 0.079, -0.122, -0.329, -0.112, 0.587, -0.279, -0.306, -0.175, -0.097, -0.325, -0.125, -0.110, 0.073, 0.083, 0.078, 0.082, 0.082, 0.082, 0.077, 0.087, 0.073, 0.061, 0.072, 0.074, 0.083, 0.064, 0.086, 0.091, 0.059, 0.084, 0.076, -0.470, -0.051, -0.130, -0.140, 0.012, 0.123, 0.126, 0.102, 0.105, 0.123, 0.125, 0.118, -0.521, -0.060, -0.165, -0.192, 0.063, 0.129, 0.127, 0.124, 0.119, 0.128, 0.130, 0.155, -0.528, -0.055, -0.161, -0.145, 0.020, 0.126, 0.122, 0.104, 0.105, 0.129, 0.127, 0.091, -0.523, -0.095, -0.159, -0.061, 0.032, 0.132, 0.124, 0.109, 0.111, 0.124, 0.116, 0.089, -0.506, -0.092, -0.204, -0.129, 0.068, 0.134, 0.134, 0.122, 0.122, 0.128, 0.133, 0.600, -0.731, -0.721, 0.549, 0.074, 0.086, 0.076, 0.067, 0.570, -0.663, -0.643, 0.475, 0.072, 0.070, 0.061, 0.057],
  "spin_multiplicity": 1,
  "relative_energy_kcal_mol": 52.5,
  "homo_energy_ev": -8.1,
  "total_charge": 0,
  "orbital_gap_ev": 8.29
}